This record from OMol25 describes one molecule with the formula C21H22N6S at a distorted geometry. The level of theory is ωB97M-V/def2-TZVPD.

XYZ file:
```
50
Properties=species:S:1:pos:R:3:forces:R:3:mulliken_charge:R:1
C 3.987 5.880 -0.694 0.3 -0.5 0.7 -1.181
C 2.594 5.640 -0.247 -2.6 -0.8 -0.2 0.006
N 1.962 4.405 -0.461 0.4 0.5 0.2 -0.459
C 0.695 4.381 -0.094 0.6 -1.8 -0.9 0.539
N -0.054 3.196 -0.241 0.4 1.4 1.1 0.254
C -1.451 3.134 0.249 0.6 -0.8 -0.5 -0.668
C -1.765 1.795 0.941 0.3 -0.7 -0.8 -0.924
N -1.413 0.620 0.102 -1.3 1.1 -0.6 0.295
C -1.949 -0.708 0.526 1.2 0.9 -0.2 -0.857
C -2.242 -1.573 -0.678 0.5 -1.1 -0.3 -0.381
C -2.883 -2.936 -0.315 0.9 0.0 -0.8 -1.049
C -1.915 -3.816 0.415 -0.6 -0.1 1.3 0.322
C -2.150 -4.212 1.701 0.6 -0.1 -0.5 -0.762
N -1.073 -4.979 2.153 0.2 0.0 0.2 -0.016
C -0.103 -5.048 1.160 0.1 -0.3 0.4 -0.787
C 1.164 -5.659 1.082 -0.4 -0.2 0.1 -0.717
C 1.896 -5.576 -0.105 -0.3 -0.1 1.1 -0.680
C 1.354 -4.918 -1.205 -1.0 1.1 0.1 0.095
C 2.111 -4.894 -2.416 1.5 -0.3 -3.5 0.004
N 2.687 -4.958 -3.446 -1.6 0.3 3.2 -0.547
C 0.096 -4.262 -1.098 1.3 -0.6 -1.5 -0.258
C -0.605 -4.340 0.061 -1.3 0.5 0.6 1.578
C -0.005 0.676 -0.291 0.1 -0.1 0.9 -0.560
C 0.508 2.002 -0.934 -1.7 0.0 1.0 -0.792
S 0.090 5.909 0.498 0.5 -0.2 -0.1 -0.211
C 1.709 6.555 0.261 0.6 1.1 0.1 0.696
C 2.036 7.933 0.545 -0.3 -0.9 0.2 -0.019
N 2.314 9.010 0.847 0.0 -0.1 -0.2 -0.496
H 4.608 5.040 -0.325 -0.1 0.5 -0.3 0.297
H 4.031 5.927 -1.772 0.0 -0.2 -0.4 0.271
H 4.370 6.828 -0.323 0.0 0.0 0.2 0.389
H -1.661 3.885 1.007 0.4 0.4 -0.1 0.462
H -2.137 3.310 -0.589 0.0 -0.2 0.1 0.241
H -1.216 1.736 1.884 0.1 0.2 0.3 0.357
H -2.840 1.831 1.172 0.2 -0.4 -0.1 0.364
H -1.202 -1.194 1.179 -0.3 -0.1 0.1 0.291
H -2.889 -0.592 1.087 0.4 0.3 -0.1 0.351
H -1.357 -1.738 -1.346 -0.5 0.1 0.8 0.222
H -2.931 -1.061 -1.295 -0.8 0.8 -0.7 0.308
H -3.805 -2.806 0.262 0.2 0.1 0.1 0.413
H -3.193 -3.436 -1.241 0.0 0.1 0.0 0.351
H -3.023 -3.956 2.316 0.6 -0.4 -0.2 0.371
H -1.030 -5.408 3.066 0.1 0.1 -0.3 0.176
H 1.526 -6.249 1.917 0.2 0.2 0.0 0.386
H 2.909 -5.977 -0.157 -0.4 -0.1 0.0 0.451
H -0.381 -3.755 -1.930 0.4 -0.1 -0.2 0.528
H 0.577 0.435 0.619 0.3 0.4 -0.1 0.377
H 0.243 -0.126 -0.979 -0.2 -0.1 -0.2 0.289
H 1.576 1.992 -0.887 0.6 0.3 0.2 0.430
H 0.229 2.058 -1.979 -0.2 -0.1 -0.4 0.249
```
Forces are in eV/Å.

The HOMO-LUMO gap is 8.58 eV. The calculated total energy is -1540.13234 a.u. The LUMO energy is 0.404 eV. The calculation puts the molar mass at 390.5 Da.